# 1
Density functional theory data (the ωB97M-V functional and the def2-TZVPD basis) for C18H29DyN2O3P2 as an isolated structure at a distorted geometry.

Output
E_LUMO (alpha / beta) ... -0.279 / -0.272 eV
Orbital gap (alpha / beta) ... 6.6 / 6.6 eV
<S²> ... 9.317
Spin multiplicity ... 6

Atoms and positions in Å:
C 0.334 -3.395 2.707
C 0.484 -2.442 1.702
N -0.050 -1.210 1.872
C -0.825 -0.869 2.928
C -1.027 -1.779 3.960
C -0.427 -3.043 3.834
C 1.214 -2.775 0.385
P 2.044 -1.406 -0.481
Dy 0.125 0.270 0.130
P -1.842 1.405 1.445
C -1.349 0.580 3.021
C 0.217 1.617 -1.691
C 1.433 2.261 -1.834
C 1.546 3.099 -2.974
C 0.418 3.224 -3.813
C -0.819 2.575 -3.592
C -0.925 1.730 -2.458
O -0.375 -3.905 -1.928
O -1.073 -1.557 -3.029
H 0.831 -4.365 2.579
H -1.631 -1.462 4.821
H -0.561 -3.771 4.630
C 3.572 -0.810 0.306
C 2.226 -1.675 -2.266
H -2.275 0.653 3.607
H -0.564 1.241 3.441
H 0.531 -3.243 -0.387
H 2.091 -3.411 0.589
C -1.874 3.235 1.543
C -3.502 0.918 0.876
H 2.257 2.130 -1.099
H 2.502 3.620 -3.163
H 0.505 3.861 -4.689
H -1.693 2.693 -4.257
H -1.848 1.176 -2.175
H -1.197 -1.171 -2.067
H -0.738 -0.838 -3.593
H -0.625 -3.154 -2.532
H -1.227 -4.266 -1.632
H -1.283 -0.845 -0.858
H 4.258 -1.660 0.109
H 3.881 0.147 -0.181
H 3.368 -0.628 1.388
H 2.933 -2.531 -2.286
H 1.227 -1.919 -2.703
H 2.620 -0.744 -2.738
H -4.145 1.380 1.653
H -3.627 1.345 -0.148
H -3.511 -0.193 0.833
H -2.635 3.545 2.294
H -0.950 3.614 2.014
H -1.871 3.653 0.498
O 1.468 4.071 2.368
C 1.336 3.031 1.797
N 1.048 1.992 1.244

These are the Mulliken partial charges, in e, on atoms 1 to 5: number 1, C, carries -0.902; number 2, C, carries 0.656; number 3, N, carries 0.404; number 4, C, carries 0.777; number 5, C, carries -0.916

=====

# 2
Density functional theory data (the ωB97M-V functional and the def2-TZVPD basis) for a 2-piece molecular cluster, C2H4Cl2S overall at a distorted geometry.

Output
E_LUMO (alpha / beta) ... -2.188 / -0.327 eV
Orbital gap (alpha / beta) ... 5.9 / 9.3 eV

Atoms and positions in Å:
C 0.030 -0.909 -0.248
C 1.419 -0.559 0.174
S 1.053 2.464 -0.287
Cl 2.587 -0.799 -1.105
Cl 1.932 -0.353 1.792
H -0.690 -0.318 0.359
H -0.104 -0.723 -1.378
H -0.344 -1.854 -0.021
H 2.053 3.407 -0.305

These are the Mulliken partial charges, in e, on atoms 1 to 5: number 1, C, carries -0.930; number 2, C, carries 0.262; number 3, S, carries -0.182; number 4, Cl, carries -0.132; number 5, Cl, carries -0.102

=====

# 3
Density functional theory data (the ωB97M-V functional and the def2-TZVPD basis) for C18H36FeN3O4 as an isolated structure.

Output
E_LUMO (alpha / beta) ... 3.106 / 3.105 eV
Orbital gap (alpha / beta) ... 6.7 / 7.1 eV
<S²> ... 6.014
Net charge ... -1
Spin multiplicity ... 5

Atoms and positions in Å:
Fe 0.466 0.287 -0.078
C -0.715 0.722 2.399
C 0.398 -0.145 2.346
C 1.516 0.607 1.881
C 1.068 1.939 1.631
C -0.300 2.003 1.977
C -1.180 3.219 2.002
C 1.961 3.076 1.209
C 2.940 0.125 1.819
C 0.444 -1.602 2.721
C -2.095 0.407 2.899
H -1.512 3.446 3.022
H -2.086 3.089 1.402
H -0.657 4.104 1.628
H 2.692 3.322 1.988
H 1.385 3.984 1.008
H 2.521 2.829 0.303
H 3.466 0.287 2.769
H 3.497 0.643 1.034
H 2.977 -0.946 1.596
H 1.252 -1.804 3.434
H 0.613 -2.219 1.834
H -0.492 -1.924 3.185
H -2.864 0.639 2.154
H -2.334 0.983 3.802
H -2.196 -0.651 3.149
N -2.395 -1.449 -0.351
C -3.192 -1.070 -1.515
C -2.594 0.187 -2.149
C -2.790 1.402 -1.232
C -1.865 2.573 -1.540
N -0.453 2.265 -1.238
H -1.541 -1.950 -0.614
H -2.901 -2.045 0.292
H -4.210 -0.837 -1.187
H -3.266 -1.869 -2.260
H -3.048 0.376 -3.127
H -1.526 0.003 -2.306
H -2.584 1.088 -0.205
H -3.833 1.733 -1.299
H -2.159 3.430 -0.937
H -1.991 2.858 -2.591
H 0.062 3.085 -0.949
H 0.003 1.879 -2.057
O 2.834 0.924 -3.277
N 2.016 0.802 -2.377
O 0.840 0.378 -2.600
O 2.302 1.111 -1.179
C 1.324 -3.914 -0.275
C 1.347 -2.624 -1.100
C 2.808 -2.271 -1.404
C 0.607 -2.872 -2.422
O 0.724 -1.621 -0.367
H 1.718 -4.761 -0.847
H 0.297 -4.136 0.030
H 1.930 -3.787 0.629
H 3.337 -3.110 -1.867
H 3.312 -2.001 -0.472
H 2.861 -1.418 -2.081
H 1.162 -3.560 -3.071
H 0.482 -1.920 -2.942
H -0.384 -3.299 -2.226

These are the Mulliken partial charges, in e, on atoms 1 to 5: number 1, Fe, carries 1.613; number 2, C, carries 0.656; number 3, C, carries 0.981; number 4, C, carries -0.608; number 5, C, carries 0.941

=====

# 4
Density functional theory data (the ωB97M-V functional and the def2-TZVPD basis) for a 2-piece molecular cluster, C26H57FIN3O10PS overall at a distorted geometry.

Output
E_LUMO ... -3.331 eV
Orbital gap ... 7.4 eV
Net charge ... +1

Atoms and positions in Å:
C -0.436 7.955 -0.460
O -1.453 7.113 -1.110
C -0.844 6.169 -2.081
C -0.166 4.835 -1.333
C -1.259 3.570 -1.289
N -0.665 2.533 -0.364
C 0.180 1.646 -1.304
C 1.722 1.265 -0.800
O 1.984 -0.169 -1.119
C 2.965 -0.750 -0.189
O 3.982 -1.480 -1.016
C 4.834 -2.260 -0.074
C 6.015 -1.197 0.444
O 7.202 -1.912 0.939
C -0.882 0.430 -1.588
C -2.061 0.520 -0.404
C -2.059 -1.023 0.147
C -2.878 -1.274 1.541
C -2.025 -2.243 2.605
I -1.383 -4.149 1.714
C -3.398 0.800 -1.368
C -4.820 0.497 -0.613
C -6.141 1.168 -1.327
C -7.481 0.462 -0.661
S -7.544 0.563 1.218
O -8.956 0.372 1.822
O -6.869 1.928 1.623
O -6.546 -0.653 1.950
C -1.552 1.745 0.580
C -2.788 2.556 1.363
C -2.286 3.963 2.065
C -2.471 3.989 3.710
F -3.371 5.153 4.053
P -0.446 1.280 2.125
N -1.364 0.907 3.446
O 0.581 2.607 2.635
O 0.534 -0.135 1.842
H 0.507 7.373 -0.072
H -0.059 8.862 -1.112
H -0.928 8.448 0.510
H 0.011 6.748 -2.652
H -1.639 5.870 -2.900
H 0.807 4.574 -1.930
H 0.104 5.223 -0.236
H -2.265 4.047 -0.930
H -1.469 3.168 -2.394
H 0.096 3.072 0.114
H 0.398 2.044 -2.386
H 1.910 1.493 0.333
H 2.438 1.952 -1.442
H 2.383 -1.504 0.530
H 3.504 0.016 0.511
H 4.198 -2.696 0.807
H 5.351 -3.132 -0.684
H 5.473 -0.539 1.278
H 6.223 -0.484 -0.472
H 7.623 -1.262 1.606
H -0.500 -0.664 -1.761
H -1.278 0.707 -2.677
H -2.613 -1.673 -0.687
H -0.964 -1.490 0.206
H -3.850 -1.916 1.277
H -3.270 -0.311 2.077
H -2.800 -2.504 3.468
H -1.131 -1.686 3.114
H -3.361 1.841 -1.907
H -3.305 -0.014 -2.238
H -4.741 0.740 0.539
H -4.983 -0.684 -0.673
H -6.251 2.323 -1.175
H -6.150 0.865 -2.469
H -7.550 -0.695 -0.929
H -8.485 0.933 -1.095
H -6.641 -0.588 2.955
H -3.420 1.863 2.061
H -3.522 2.885 0.482
H -2.997 4.832 1.658
H -1.192 4.288 1.716
H -1.453 4.140 4.285
H -3.040 3.005 3.994
H -1.120 1.583 4.213
H 1.266 2.823 1.936
H 1.486 0.118 2.075
C 6.362 -6.499 -0.193
C 5.140 -6.376 -1.099
C 4.812 -7.674 -1.872
O 5.669 -7.926 -2.989
C 6.910 -8.528 -2.653
N 5.334 -5.239 -2.011
H 7.304 -6.471 -0.747
H 6.391 -5.667 0.521
H 6.332 -7.429 0.384
H 4.281 -6.154 -0.453
H 3.805 -7.570 -2.292
H 4.778 -8.544 -1.204
H 6.818 -9.223 -1.813
H 7.651 -7.758 -2.434
H 7.264 -9.084 -3.526
H 4.477 -5.102 -2.549
H 6.017 -5.529 -2.717

These are the Mulliken partial charges, in e, on atoms 1 to 5: number 1, C, carries -0.629; number 2, O, carries -0.331; number 3, C, carries -0.484; number 4, C, carries -0.094; number 5, C, carries -0.713

=====

# 5
Density functional theory data (the ωB97M-V functional and the def2-TZVPD basis) for one molecule with the formula C7H7F3N4 at a distorted geometry.

Output
E_LUMO (alpha / beta) ... -0.343 / -0.343 eV
Orbital gap (alpha / beta) ... 8.7 / 8.7 eV

Atoms and positions in Å:
C 0.440 1.974 -0.505
C 1.447 2.917 -0.254
C 0.871 0.828 0.131
C -1.986 -0.770 -0.751
C -2.475 -1.137 0.554
C 0.250 -0.497 0.241
C 1.016 -1.607 -0.413
N 2.410 2.399 0.480
N -1.441 -1.124 1.678
N -0.316 -0.831 1.449
N 2.063 1.141 0.705
F 2.250 -1.792 0.120
F 0.399 -2.794 -0.329
F 1.214 -1.359 -1.716
H -0.451 2.102 -1.083
H 1.497 3.938 -0.577
H -1.685 -1.526 -1.453
H -2.108 0.232 -1.120
H -3.229 -0.462 0.968
H -2.828 -2.169 0.626
H 2.662 0.538 1.248

These are the Mulliken partial charges, in e, on atoms 1 to 5: number 1, C, carries -0.023; number 2, C, carries -0.719; number 3, C, carries -0.477; number 4, C, carries -0.619; number 5, C, carries -0.232